Entry 1:
This record from OMol25 describes a single C15H11N7OS molecule. The level of theory is ωB97M-V/def2-TZVPD.

Structure (XYZ):
```
35
Properties=species:S:1:pos:R:3:forces:R:3:nbo_charge:R:1
C 0.545577 0.506781 -1.143001 0.0 0.1 0.0 0.641
C 1.833908 2.048441 0.239180 0.0 -0.2 0.6 -0.335
H 2.034197 3.116876 0.289608 0.0 -0.1 -0.1 0.255
C -0.519484 -2.579498 0.877280 0.1 0.1 0.1 -0.220
H -2.102278 -3.641972 -0.079948 0.0 -0.1 -0.1 0.218
N 3.137521 -0.358186 2.031628 -0.3 1.2 0.1 -0.300
N 0.840172 1.820993 -0.769465 -0.1 -0.9 -0.6 -0.276
C -2.495412 -0.871003 1.812748 -0.1 0.0 0.0 -0.192
N 2.077093 -2.217397 1.992533 -0.8 -1.2 0.0 -0.053
C -2.324058 1.575194 -3.291858 0.1 0.0 0.1 -0.214
C -1.214117 1.619982 -2.441443 0.2 -1.3 0.1 0.178
S 1.179915 1.530158 1.878096 0.3 0.3 -0.1 0.258
N 3.220350 -1.676321 2.055948 0.8 -0.8 -0.1 -0.054
H -3.264439 -0.209949 2.182362 -0.1 0.0 0.0 0.219
C 1.858785 -0.075200 1.952108 -0.3 -0.2 0.1 0.169
C -2.192436 -0.832430 -3.310227 0.1 -0.1 0.1 -0.200
C -0.597772 0.420020 -2.039699 -0.3 0.4 -0.2 -0.185
H -0.917638 0.184312 2.807826 0.0 0.0 0.0 0.228
H 2.735312 1.465586 0.049798 -0.1 0.1 0.0 0.263
H -2.781967 2.504258 -3.590830 -0.1 0.1 0.0 0.234
H -3.860128 -2.110722 0.729053 -0.1 0.0 0.0 0.217
C -2.829061 -1.941268 1.000331 -0.1 0.0 0.0 -0.212
H -0.605292 -1.709828 -2.149406 0.0 -0.1 0.0 0.240
C -1.176113 -0.640779 2.162273 0.2 -0.1 0.1 -0.242
N 1.163632 -1.248520 1.929459 1.2 1.3 0.4 -0.226
C -2.801545 0.356350 -3.716462 0.0 0.1 0.0 -0.180
N 0.196441 2.910662 -1.206871 0.5 1.0 0.5 0.042
O 1.201755 -0.419202 -0.714643 0.0 0.0 -0.2 -0.604
C -1.841550 -2.800247 0.543750 0.0 0.0 0.1 -0.206
H 0.270384 -3.222867 0.523308 0.0 0.0 -0.1 0.244
C -0.190823 -1.488982 1.675035 -0.8 -0.3 -0.2 0.211
H -3.658742 0.315431 -4.371773 -0.1 0.0 0.0 0.222
N -0.751497 2.835445 -1.997311 -0.7 0.8 -0.5 -0.213
H -2.584913 -1.777232 -3.654191 0.0 -0.1 0.0 0.222
C -1.095590 -0.806556 -2.478061 0.1 0.0 0.0 -0.147
```
Forces are in eV/Å.

**Frontier orbital gap**: 0.33120 hartree
**Multiplicity**: 1
**Highest occupied orbital energy**: -9.37 eV
**E_LUMO**: -0.35 eV

***

Entry 2:
This record from OMol25 describes a molecular structure, C15H12BCl2N5OW. The level of theory is ωB97M-V/def2-TZVPD.

Structure (XYZ):
```
37
Properties=species:S:1:pos:R:3:forces:R:3:nbo_charge:R:1
H 2.787957 -3.917211 -1.298805 0.0 0.0 0.0 0.267
H -0.411718 -1.159568 2.139996 0.0 0.0 0.0 0.243
C -1.168338 -1.606967 -1.116298 -0.3 0.6 0.2 0.226
H 1.059866 3.870976 1.837994 0.0 0.0 0.1 0.015
C -0.505862 0.325810 3.790618 0.1 0.1 0.1 -0.282
C 2.220050 -0.678489 -0.501870 0.1 -0.1 0.0 0.115
C -0.387694 -0.148941 2.514764 0.0 0.0 -0.1 0.013
Cl -3.642120 -2.507099 -1.603739 0.0 0.0 0.0 0.145
H 4.000979 -1.854113 -0.626333 0.0 0.0 0.0 0.270
N 0.873487 2.786276 -0.660599 -0.4 0.5 0.3 -0.240
W -0.415511 1.045631 -0.369254 -0.4 -1.7 0.1 1.799
H -1.965517 -4.762145 -1.990264 0.0 0.0 0.0 0.278
C 0.212241 -1.757195 -0.994928 0.1 0.0 -0.1 0.110
C 0.013682 -4.072074 -1.618799 0.2 -0.2 0.0 0.000
C 0.379291 2.605554 -1.923028 0.2 0.1 0.2 -0.087
H 2.720243 0.232368 -0.198642 0.0 0.0 0.0 0.239
N -0.253235 0.901372 1.656355 0.3 0.4 -0.1 -0.420
N -0.253565 2.052199 2.407256 -0.2 0.0 -0.3 -0.268
C -1.010597 2.861970 -1.956592 -0.1 0.0 -0.2 -0.257
B -0.053374 3.468407 1.730398 0.0 0.0 -0.2 0.191
O -1.630194 -0.331695 -0.842956 0.5 -0.1 -0.2 -0.616
C 2.249300 -2.996548 -1.112168 0.0 -0.1 0.0 -0.040
Cl 0.732888 -5.593070 -1.943685 0.0 0.1 0.0 0.117
H -0.433183 2.486125 4.436375 0.0 0.0 0.0 0.266
H 1.049131 2.341936 -2.728270 0.0 0.0 0.0 0.298
C -1.955616 -2.667634 -1.461947 -0.1 -0.4 -0.2 -0.020
N 0.891687 -0.625613 -0.636099 -0.3 0.2 0.1 -0.525
H -0.638828 -0.247699 4.691776 0.0 0.0 0.0 0.278
H -0.948459 4.207147 2.007083 0.0 -0.1 0.0 0.002
H -1.672188 2.786058 -2.806325 0.0 0.0 0.0 0.313
H -2.290623 3.590310 -0.248508 0.0 -0.1 0.0 0.313
C -0.410109 1.722031 3.674041 0.1 0.0 0.1 0.094
C -1.340391 -3.924483 -1.714065 -0.1 0.2 0.1 -0.222
N -0.225711 3.152945 0.118513 0.5 0.2 -0.2 -0.292
C -1.357595 3.238425 -0.663809 0.1 0.3 0.3 -0.021
C 0.853043 -2.972641 -1.249728 0.0 -0.1 0.0 -0.048
C 2.926582 -1.852351 -0.738460 0.0 0.1 0.0 -0.254
```
Forces are in eV/Å.

**Frontier orbital gap (alpha / beta)**: 0.23294 / 0.22972 hartree
**Multiplicity**: 3
**Net charge**: +2
**Highest occupied orbital energy (alpha / beta)**: -14.98 / -15.13 eV
**E_LUMO (alpha / beta)**: -8.64 / -8.88 eV

***

Entry 3:
This record from OMol25 describes 2 unconnected molecules or ions with the total composition C15H12Cl2NO4. The level of theory is ωB97M-V/def2-TZVPD.

Structure (XYZ):
```
34
Properties=species:S:1:pos:R:3:forces:R:3:nbo_charge:R:1
C -0.405907 1.130272 2.933353 0.3 0.0 -0.3 -0.070
H -0.853725 1.924963 2.316250 0.0 -0.3 0.3 0.184
O -0.827253 -0.225988 -2.623291 0.7 2.0 0.2 -0.455
H 1.311634 2.233556 3.629630 -0.1 -0.1 0.0 0.213
O 0.443568 3.832236 0.528222 -0.3 -0.6 -1.4 -0.530
C 0.722979 -1.197003 0.393400 -0.8 0.9 1.0 -0.514
H -2.420943 -3.665506 -1.941252 0.3 -0.1 0.0 0.169
C -0.975063 3.080707 -1.271576 0.2 -1.0 -0.4 -0.086
C 0.441951 1.711466 4.038714 0.1 0.0 0.2 -0.620
C 0.967036 1.066429 -1.683525 -0.1 0.1 0.5 -0.032
C -1.277994 2.046168 -2.085842 -0.6 0.9 0.7 -0.254
H -1.848330 -1.935447 -0.254229 0.2 -0.2 -0.1 0.245
H 2.339922 -2.928832 -0.902099 -0.1 0.0 0.0 0.194
H 1.780346 -1.069090 0.589702 0.0 0.0 0.1 0.199
C 0.309744 -2.245020 -0.431409 -0.3 -0.5 -0.7 0.011
C -0.195673 -0.360618 1.135359 0.5 -1.0 -1.3 0.734
C -0.423425 0.859093 -2.200901 -0.2 -1.6 -0.2 0.454
C -1.374416 -3.481602 -1.684661 0.8 0.6 0.9 0.033
C 1.252163 2.058634 -0.815037 0.2 -0.2 -0.3 -0.328
H 0.778448 0.920803 4.717666 0.1 0.1 -0.1 0.199
O 0.472449 0.341236 2.099758 -0.6 0.6 0.7 -0.543
H -2.249101 2.014765 -2.572748 0.2 -0.1 0.0 0.237
C 1.278999 -3.058259 -1.103835 -0.7 -0.2 -0.3 -0.307
Cl -2.054429 4.376012 -1.023806 -0.3 0.3 0.0 0.043
H -1.198494 0.484995 3.347306 0.2 0.3 -0.3 0.182
O -1.411440 -0.213099 0.960842 0.5 0.1 0.4 -0.716
C 0.276551 3.086431 -0.440824 0.2 -0.1 1.2 0.478
H -0.140900 2.424309 4.624680 0.0 0.0 0.0 0.199
H 2.213138 2.063213 -0.311893 -0.1 0.2 -0.1 0.242
N -0.440827 -4.182832 -2.328939 -0.4 -0.8 -0.9 -0.522
H 1.575178 -4.570179 -2.610070 -0.1 0.0 0.1 0.166
C 0.848079 -3.977379 -2.053288 -0.1 0.7 0.9 0.020
Cl 2.152388 -0.017250 -2.257376 0.2 -0.1 -0.1 0.071
C -1.066651 -2.527182 -0.718284 0.2 -0.3 -0.6 -0.297
```
Forces are in eV/Å.

**Frontier orbital gap**: 0.15269 hartree
**Multiplicity**: 1
**Energy relative to the best compared isomer or geometry (same formula, charge and spin)**: 0.0 kcal per mole
**Net charge**: -1
**Highest occupied orbital energy**: -3.10 eV
**E_LUMO**: 1.06 eV

***

Calculated largest force on an atom in order - 0.0343 0.0341 0.0408 hartree/bohr